(1)
Density functional theory data (ωB97M-V with the def2-TZVPD basis set) for C24H45N3O10P2RuS as an isolated structure.

Summary:
Energy above the lowest of the compared OMol25 structures with the same formula, charge and spin, eV: 0.7901
Expectation value of S²: 8.757
Energy, eV: -82560.313
Kohn-Sham gap (spin up / spin down), eV: 8.9 / 7.4

The geometry in ORCA input format:
```
! RIJCOSX wB97M-V def2-TZVPD def2/J DEFGRID3
* xyz 1 6
Ru 1.13688 1.17803 0.50351
N 2.56661 1.11268 2.38819
C 2.04670 1.97070 3.45822
C 1.19512 3.10441 2.88463
O 0.85704 4.02839 3.59011
O 0.89045 2.97519 1.62104
H 2.67516 0.14667 2.67041
H 3.46880 1.42665 2.05545
H 2.83224 2.40438 4.07192
H 1.40928 1.37949 4.11221
C -2.75465 -2.35691 4.41903
C -1.48684 -1.61639 4.78142
C -1.70260 -0.14775 5.07109
O -0.46315 -1.81823 3.73385
P -0.30647 -1.13775 2.33381
O -0.40697 0.34067 2.23515
C -1.43505 -1.91888 1.15822
P -1.37875 -0.95309 -0.37370
O 0.00733 -0.44788 -0.59957
O -1.86397 -1.89193 -1.52774
C -0.97379 -2.31639 -2.63156
C -1.46793 -3.67089 -3.07729
C -1.02044 -1.25817 -3.71191
O -2.37982 0.22052 -0.25596
C -3.79870 0.38031 0.06325
C -4.62081 -0.80349 -0.40014
C -3.92952 0.68464 1.54025
O 1.14248 -1.55672 1.89457
C 1.69116 -2.91429 1.85134
C 1.95737 -3.24006 0.39651
C 2.94337 -2.90902 2.69682
H -3.40526 -2.39669 5.29343
H -2.54114 -3.38026 4.10930
H -3.30968 -1.84446 3.62973
H -1.01539 -2.09729 5.63389
H -2.18006 0.36544 4.23508
H -0.76290 0.35674 5.29354
H -2.35225 -0.05815 5.94355
H -2.45253 -1.96468 1.54733
H -1.10753 -2.94245 0.96100
H 0.03329 -2.38425 -2.21798
H -2.48191 -3.59766 -3.47343
H -1.46261 -4.38387 -2.25204
H -0.81900 -4.05377 -3.86648
H -2.03760 -1.16013 -4.09801
H -0.36600 -1.54171 -4.53827
H -0.68566 -0.29277 -3.32790
H -4.06688 1.26286 -0.51261
H -4.35139 -1.71854 0.13443
H -4.50321 -0.97606 -1.46917
H -5.67311 -0.60279 -0.19557
H -3.80229 -0.21596 2.14695
H -4.92577 1.07815 1.74602
H -3.18814 1.42512 1.84070
H 0.95067 -3.58975 2.28259
H 2.60417 -2.47507 -0.03958
H 1.02976 -3.27843 -0.17965
H 2.44369 -4.21296 0.31746
H 3.68056 -2.22654 2.26617
H 3.38294 -3.90664 2.72459
H 2.71835 -2.60742 3.72102
N 0.67500 4.72476 -0.45267
C 0.48752 3.87417 -1.44859
S -0.39159 2.42581 -1.19906
N 0.96362 4.19427 -2.66099
C 0.94871 3.34162 -3.80945
C 2.15801 2.90039 -4.32631
C 2.16841 2.09601 -5.45653
C 0.97305 1.72690 -6.05702
C -0.23182 2.17385 -5.53297
C -0.24977 2.99158 -4.41326
H 0.47233 4.38533 0.48704
H 1.25954 5.53740 -0.56161
H 1.57916 4.98955 -2.71550
H 3.08316 3.17844 -3.83319
H 3.11204 1.75851 -5.86734
H 0.98025 1.10021 -6.94025
H -1.16510 1.89873 -6.00908
H -1.18426 3.35894 -4.00792
C 4.56243 0.83504 -1.78990
C 3.37913 1.01056 -0.89226
O 2.93304 0.02485 -0.22426
O 2.79389 2.12643 -0.80512
H 5.18236 0.00671 -1.45707
H 5.13845 1.75645 -1.84450
H 4.18875 0.60856 -2.79141
*
```



(2)
Density functional theory data (ωB97M-V with the def2-TZVPD basis set) for C24H45NP2PbSi as an isolated structure.

Summary:
Energy above the lowest of the compared OMol25 structures with the same formula, charge and spin, eV: 5.9626
Energy, eV: -58802.950
Kohn-Sham gap (spin up / spin down), eV: 4.9 / 3.4

The geometry in ORCA input format:
```
! RIJCOSX wB97M-V def2-TZVPD def2/J DEFGRID3
* xyz 0 1
P 1.21160 -3.94379 -3.87660
P 1.34869 -5.38039 -0.10122
C 1.85328 -5.38576 -2.94907
C 1.01181 -5.97715 -1.80915
H 2.82631 -4.99103 -2.63764
H 2.10841 -6.17338 -3.67296
H -0.05953 -5.83610 -2.01652
H 1.18794 -7.06560 -1.77958
C 2.16949 -6.80351 0.67227
H 2.43313 -6.53614 1.70470
H 3.06194 -7.10223 0.11557
H 1.47351 -7.65114 0.67727
C -0.22397 -5.24026 0.78292
H -0.47602 -6.23114 1.17598
H -1.05505 -4.91706 0.13640
H -0.11482 -4.55458 1.63097
C 1.99676 -3.98368 -5.50094
H 1.52132 -3.21159 -6.12073
H 1.83929 -4.96110 -5.97592
H 3.07437 -3.79027 -5.44088
C -0.56204 -4.11586 -4.10021
H -1.08694 -4.39216 -3.16984
H -0.73460 -4.91141 -4.84580
H -0.96179 -3.16724 -4.49258
Pb -1.59397 -1.01877 0.09619
C 2.72764 -4.12199 -0.10591
C 3.86744 -4.06206 -0.97241
C 4.64960 -2.82984 -0.93518
C 4.15358 -1.70539 -1.93768
C 3.46231 -2.37900 -3.05364
C 2.01362 -2.46360 -3.06366
C 1.22396 -2.40966 -1.64811
C 1.88542 -2.74148 -0.29276
C -1.74777 0.98150 -0.87307
H 3.16427 -4.07429 0.92468
H 4.29394 -4.88247 -1.51099
H 5.68617 -3.08894 -1.16570
H 4.63472 -2.43513 0.08410
H 3.56723 -0.91436 -1.41724
H 5.07115 -1.23710 -2.31607
H 4.08233 -2.72939 -3.88864
H 1.60962 -1.65875 -3.74870
H 0.28633 -3.00669 -1.73987
H 0.91078 -1.35194 -1.61248
H 2.55462 -1.94450 0.04081
H 1.08472 -2.76902 0.46680
H -2.74656 1.40164 -0.72102
H -1.59030 0.77158 -1.93671
H -0.96664 1.66451 -0.52779
C -3.94798 -0.39533 2.13338
Si -2.57889 0.59787 2.92676
C -3.05760 2.39628 2.80543
C -2.31918 -0.03772 4.64472
N -1.06129 0.31793 2.07797
C 0.04467 1.11651 2.21699
C 1.08257 1.08601 1.25092
C 2.20992 1.88408 1.41247
C 2.31774 2.74374 2.51405
C 1.29262 2.78854 3.46095
C 0.17712 1.97731 3.33313
H -4.77788 -0.44668 2.85709
H -3.68407 -1.44540 1.92830
H -4.33543 0.08485 1.22172
H -4.06275 2.53923 3.22612
H -2.39618 3.07379 3.36228
H -3.09642 2.71388 1.75352
H -1.84840 -1.03241 4.61139
H -1.73794 0.65606 5.26755
H -3.30220 -0.15385 5.11472
H 0.97130 0.40319 0.40733
H 3.02083 1.83294 0.69185
H 3.20394 3.36173 2.66198
H 1.34027 3.43738 4.32947
H -0.60569 1.97010 4.09164
*
```



(3)
Density functional theory data (ωB97M-V with the def2-TZVPD basis set) for C24H45NP2SiTc as an isolated structure.

Summary:
Energy above the lowest of the compared OMol25 structures with the same formula, charge and spin, eV: 3.4781
Expectation value of S²: 3.786
Energy, eV: -55734.470
Kohn-Sham gap (spin up / spin down), eV: 5.6 / 6.3

The geometry in ORCA input format:
```
! RIJCOSX wB97M-V def2-TZVPD def2/J DEFGRID3
* xyz 2 4
P -0.33674 -1.66596 -3.82129
P 0.97700 1.24314 -0.77803
C 0.62029 -0.02618 -3.83081
C 1.50547 0.56776 -2.70469
H -0.06817 0.72966 -4.24090
H 1.30919 -0.25611 -4.66302
H 2.30804 -0.15146 -2.54257
H 1.97111 1.47269 -3.12602
C 0.15294 2.68176 -1.65636
H -0.10904 3.44971 -0.93350
H -0.77463 2.37422 -2.15490
H 0.78979 3.13567 -2.42988
C 2.50327 1.94484 -0.10265
H 2.59465 2.93937 -0.46296
H 3.36779 1.32061 -0.21636
H 2.26206 2.38369 1.06754
C -1.83871 -2.72124 -4.83837
H -1.56919 -3.74588 -5.13078
H -1.95847 -2.13784 -5.76556
H -2.85068 -2.82037 -4.39344
C 0.67063 -2.77466 -4.98590
H 1.71556 -2.78910 -4.70303
H 0.56513 -2.29843 -5.95494
H 0.34486 -3.79589 -5.05494
Tc 1.42632 0.85184 1.45656
C -1.87369 -0.10163 -2.67288
C -2.67723 -1.19411 -2.88624
C -2.98230 -2.25121 -1.83120
C -1.86364 -3.27505 -1.43653
C -0.74607 -3.52543 -2.37512
C 0.30476 -2.56732 -2.48695
C 0.23376 -1.47075 -1.37912
C -0.99952 -0.46469 -1.37200
C 1.18012 -1.19359 1.74612
H -2.32144 0.88504 -2.53900
H -3.33139 -1.19343 -3.71837
H -3.78322 -2.88687 -2.25456
H -3.40611 -1.78961 -0.90516
H -1.49209 -2.99644 -0.41058
H -2.36716 -4.24194 -1.29199
H -0.63935 -4.50624 -2.86173
H 1.34810 -2.88369 -2.68039
H 1.24435 -1.04342 -1.29693
H 0.15506 -2.05747 -0.43886
H -1.58927 -1.11169 -0.68986
H -0.97472 0.41663 -0.71242
H 1.74376 -1.53502 2.62711
H 1.36659 -1.82723 0.88219
H 0.10819 -1.25355 2.06349
C 3.25946 1.17896 2.73795
Si 1.97313 2.10026 3.83854
C 1.96267 1.23953 5.46824
C 2.21635 3.90561 3.96507
N 0.49867 1.57431 2.98512
C -0.79895 1.55662 3.39652
C -1.81942 0.79694 2.74113
C -3.03819 0.52495 3.39008
C -3.35266 1.13410 4.61698
C -2.43836 2.04035 5.17154
C -1.20945 2.28977 4.55435
H 3.51528 0.28117 3.31048
H 3.99282 1.97767 2.78455
H 3.24290 0.85142 1.70808
H 2.85873 1.57134 5.98982
H 1.02487 1.49302 5.95268
H 1.98126 0.16214 5.29030
H 2.37916 4.40307 2.99820
H 1.33527 4.35092 4.45519
H 3.10566 4.03013 4.62103
H -1.65880 0.39171 1.74095
H -3.75530 -0.17151 2.94395
H -4.29736 0.91748 5.12704
H -2.67618 2.53639 6.12577
H -0.51751 3.02047 4.97423
*
```